Entry 1:
Computed, not measured: 3 unconnected molecules or ions with the total composition C23H42ClN3O4S in a non-equilibrium geometry, with ωB97M-V with the def2-TZVPD basis set.

```
74
Properties=species:S:1:pos:R:3:lowdin_charge:R:1
C 3.3615 0.7870 2.2258 -0.117
C 4.3229 0.7137 0.8858 -0.256
O 3.9375 1.6465 -0.1878 -0.228
C 2.6400 1.2401 -0.7898 -0.213
C 2.6262 1.5397 -2.4133 -0.147
C 1.0887 1.8420 -2.9965 -0.194
C 0.3636 0.4526 -3.5795 -0.183
C 0.0046 -0.4674 -2.2712 -0.155
C -1.5512 -1.0769 -2.2916 -0.668
Cl -1.4823 -2.4892 -3.5471 0.613
O -2.5390 -0.1275 -2.8296 -0.092
C -2.6638 1.0830 -2.0046 -0.250
O -2.0872 2.2238 -2.4753 -0.028
C -3.4807 1.2257 -0.5884 -0.374
S -2.2554 1.5813 0.7965 0.765
C -1.3812 3.2208 0.5557 -0.545
C -2.3239 4.5481 0.7601 -0.187
N -1.9158 -1.6024 -0.9214 -0.119
C -3.2571 -2.2980 -0.8886 -0.129
C -0.8376 -2.4722 -0.3137 -0.272
C 0.1534 -1.9243 0.9175 -0.034
O -0.6066 -3.7669 -0.6687 -0.054
H 3.6637 -0.0710 2.9637 0.077
H 2.2245 0.6391 1.9664 0.060
H 3.5773 1.8077 2.8025 0.070
H 4.4236 -0.4135 0.5145 0.129
H 5.4080 1.0556 1.2426 0.124
H 1.7949 1.7857 -0.1915 0.120
H 2.5464 0.0737 -0.6255 0.113
H 3.3494 2.4378 -2.6293 0.118
H 2.9786 0.5631 -2.9747 0.113
H 1.1117 2.6996 -3.8196 0.119
H 0.4958 2.2649 -2.0506 0.081
H 1.2009 -0.0482 -4.2675 0.119
H -0.5360 0.6852 -4.2904 0.115
H 0.8210 -1.3378 -2.2467 0.137
H 0.0947 0.1667 -1.2819 0.106
H -4.1554 2.2044 -0.6928 0.108
H -4.2237 0.3446 -0.3561 0.094
H -0.5169 3.2775 1.3772 0.097
H -0.8305 3.3420 -0.4800 0.069
H -3.1987 4.6448 -0.0170 0.078
H -1.6227 5.4987 0.5878 0.087
H -2.6964 4.6252 1.8829 0.083
H -3.1931 -3.4819 -0.8611 0.084
H -3.7612 -1.9973 0.1512 0.102
H -4.0145 -1.9677 -1.7164 0.105
H -0.0147 -0.7947 1.1718 0.053
H -0.1716 -2.5715 1.8661 0.104
H 1.2988 -2.1484 0.6775 0.101
C 6.8792 4.4973 5.7504 -0.116
C 5.4181 4.4234 5.3181 -0.277
C 4.7884 3.0542 5.5813 -0.194
C 5.5391 1.9856 4.8034 -0.167
N 6.1619 1.0993 4.1581 0.122
H 7.5029 3.7944 5.1889 0.071
H 7.2784 5.5005 5.5701 0.074
H 6.9841 4.2750 6.8184 0.078
H 5.3518 4.6644 4.2501 0.113
H 4.8490 5.1889 5.8570 0.109
H 3.7392 3.0568 5.2676 0.108
H 4.8228 2.8137 6.6494 0.116
C -4.4690 -6.7155 -3.1344 -0.112
C -5.9744 -6.8041 -2.9051 -0.278
C -6.6016 -5.4561 -2.5442 -0.192
C -5.9839 -4.9300 -1.2588 -0.144
N -5.4715 -4.4937 -0.1926 0.118
H -3.9402 -6.3987 -2.2299 0.070
H -4.0695 -7.6947 -3.4173 0.074
H -4.2353 -6.0067 -3.9370 0.078
H -6.1693 -7.5307 -2.1068 0.113
H -6.4503 -7.1887 -3.8138 0.109
H -7.6816 -5.5699 -2.4037 0.112
H -6.4384 -4.7286 -3.3467 0.116
```



Entry 2:
Computed, not measured: a molecular structure, C23H42N2O3P2Pt in a non-equilibrium geometry, with ωB97M-V with the def2-TZVPD basis set.

Multiplicity   5
Net charge   +2
ΔE to the lowest compared entry with this formula, charge and spin   17.6 kcal/mol

```
73
Properties=species:S:1:pos:R:3:lowdin_spin:R:1
P -0.2593 -2.3225 -3.4240 0.044
P -0.1180 1.3295 -3.6440 0.462
C -0.5311 -1.2189 -4.8714 0.015
C 0.1827 0.1135 -4.9809 0.047
H -1.6014 -1.0123 -4.9427 0.000
H -0.3222 -1.7973 -5.7887 0.003
H 1.2587 -0.0593 -4.9903 0.000
H -0.0469 0.6322 -5.9307 0.012
C -1.7152 2.0722 -4.2754 0.076
H -2.1348 2.7707 -3.5230 0.000
H -2.4673 1.2672 -4.3737 0.000
H -1.5874 2.5835 -5.2495 0.016
C 1.1360 2.6173 -4.0548 0.074
H 0.9037 3.1858 -4.9680 0.016
H 2.1055 2.1353 -4.1704 0.000
H 1.2405 3.3253 -3.2196 0.005
C -1.3377 -3.6719 -4.0434 0.009
H -1.4086 -4.5108 -3.3274 0.000
H -1.0207 -4.0690 -5.0246 0.002
H -2.3683 -3.3081 -4.1532 0.000
C 1.4090 -2.9813 -3.9267 0.001
H 2.1534 -2.1624 -3.9663 0.000
H 1.3707 -3.4849 -4.9186 0.000
H 1.7762 -3.6767 -3.1548 0.000
Pt 0.1519 -1.2689 1.0515 0.486
C 0.6087 1.7581 -0.7799 0.722
C -0.5689 1.1460 -0.3197 0.660
C -1.6880 0.4192 -1.0787 0.124
C -1.9230 -1.1218 -1.3302 0.042
C -0.7574 -2.1168 -1.5562 0.043
C 0.6576 -1.6751 -1.1905 0.237
C 1.1345 -0.3790 -1.8445 0.200
C 1.7802 0.7546 -0.9441 0.120
C -0.2590 -2.8078 2.1646 0.109
H 0.7893 2.8061 -0.6470 0.051
H -0.9150 1.2242 0.7995 0.043
H -1.8653 0.9179 -2.0816 0.021
H -2.6104 0.7000 -0.4946 0.012
H -2.6799 -1.4542 -0.5720 0.001
H -2.5133 -1.1327 -2.2911 0.001
H -1.0014 -3.1537 -1.3195 0.002
H 1.4075 -2.4979 -1.0991 0.017
H 0.2477 0.0672 -2.4313 0.068
H 1.8824 -0.5284 -2.6410 0.007
H 2.1203 0.3169 0.0479 0.023
H 2.6890 1.1593 -1.4957 0.009
H 0.6536 -2.8789 2.7684 0.009
H -0.4424 -3.7044 1.5603 0.024
H -1.1104 -2.5633 2.8202 0.008
C 0.4195 0.4302 7.0877 0.000
C 0.0899 0.0758 5.6571 0.000
C 0.3103 1.2661 4.6657 0.007
C -0.3920 2.5567 5.1172 0.002
C -1.8839 2.4160 5.3866 0.000
C 1.8003 1.5779 4.5822 0.000
O 2.4363 2.2721 5.3786 0.000
N 2.5090 0.9609 3.5597 0.005
C 2.0953 0.1208 2.5521 0.007
O 2.9057 -0.4398 1.8206 0.010
N 0.7121 0.0505 2.4521 0.120
C -0.1204 0.8367 3.2397 0.018
O -1.2401 1.1260 2.7900 0.008
H 1.3111 1.0620 7.1557 0.000
H 0.6119 -0.4996 7.6452 0.000
H -0.4092 0.9382 7.6023 0.000
H 0.6852 -0.7837 5.2992 0.000
H -0.9613 -0.1765 5.5466 0.000
H 0.1197 2.8931 6.0316 0.001
H -0.1927 3.3121 4.3408 0.000
H -2.0915 1.8143 6.2856 0.000
H -2.2730 3.4182 5.5512 0.000
H -2.3507 1.9713 4.4924 0.000
H 3.5032 1.0571 3.5869 0.000
```



Entry 3:
Computed, not measured: a molecular structure, C23H42N2O4PSiY, with ωB97M-V with the def2-TZVPD basis set.

```
74
Properties=species:S:1:pos:R:3:lowdin_charge:R:1
Y -0.1517 -0.0305 -0.7204 1.521
C 2.1242 -0.0658 2.5593 -0.021
C 2.4644 0.9620 1.5238 -0.344
C 3.5060 1.8517 1.6635 -0.047
C 3.7315 2.7734 0.6343 -0.058
C 2.9451 2.7826 -0.4887 -0.022
C 1.8917 1.8436 -0.5939 -0.455
N 1.6809 0.9744 0.4354 0.017
N 1.0233 1.7081 -1.6176 -0.171
Si 0.8413 2.6647 -3.0465 0.381
C 2.4077 2.7130 -4.0867 -0.173
C -0.5368 1.8459 -4.0130 -0.176
C 0.3292 4.4273 -2.6266 -0.170
H 2.3088 -1.0685 2.1673 0.087
H 1.0630 -0.0051 2.8116 0.067
H 2.7104 0.0703 3.4657 0.080
H 4.1244 1.8349 2.5487 0.105
H 4.5391 3.4897 0.7237 0.110
H 3.1162 3.4904 -1.2869 0.090
H 2.8007 1.7103 -4.2638 0.032
H 3.1995 3.3025 -3.6217 0.017
H 2.1987 3.1636 -5.0600 0.029
H -0.3929 0.7657 -4.1155 0.029
H -0.5937 2.2504 -5.0258 0.032
H -1.5073 2.0084 -3.5379 0.031
H 1.0709 4.9362 -2.0068 0.024
H -0.6204 4.4399 -2.0872 0.016
H 0.2000 5.0203 -3.5350 0.031
C -2.8657 -2.6468 0.6303 -0.026
C -2.2502 -1.8487 1.7682 -0.606
C -0.9948 -2.5172 2.2980 -0.029
C -3.2500 -1.6008 2.8883 -0.027
O -1.7914 -0.5352 1.2752 -0.264
P -2.7318 0.4903 0.3864 0.265
O -4.1009 0.6837 0.8564 -0.224
O -2.3582 0.0644 -1.0342 -0.380
O -1.7013 1.7252 0.5439 -0.244
C -1.7817 2.8776 1.4441 -0.598
C -0.4210 3.5427 1.3614 -0.013
C -2.0784 2.3909 2.8550 -0.022
C -2.8820 3.7852 0.9179 -0.016
H -3.1817 -3.6200 1.0099 0.096
H -2.1425 -2.8075 -0.1703 0.071
H -3.7435 -2.1413 0.2262 0.087
H -1.2492 -3.5014 2.6945 0.096
H -0.5604 -1.9260 3.1053 0.082
H -0.2607 -2.6528 1.5018 0.054
H -3.5448 -2.5534 3.3306 0.092
H -4.1365 -1.0933 2.5137 0.076
H -2.7950 -0.9864 3.6666 0.089
H 0.3589 2.8746 1.7283 0.077
H -0.4167 4.4472 1.9706 0.099
H -0.1915 3.8154 0.3304 0.075
H -1.3098 1.6876 3.1805 0.085
H -3.0503 1.8991 2.8933 0.082
H -2.0870 3.2353 3.5452 0.094
H -2.6578 4.0944 -0.1037 0.087
H -2.9612 4.6779 1.5399 0.094
H -3.8378 3.2625 0.9296 0.082
C 2.8391 -4.8977 -0.9958 -0.058
C 1.3129 -4.8009 -1.1218 -0.643
C 0.6512 -5.5436 0.0474 -0.058
C 0.8631 -5.4244 -2.4487 -0.058
C 0.9066 -3.3878 -1.0857 -0.188
C 0.5544 -2.2210 -1.0646 -0.140
H 3.1513 -5.9439 -1.0243 0.083
H 3.1765 -4.4599 -0.0558 0.082
H 3.3264 -4.3665 -1.8135 0.085
H 0.9315 -6.5990 0.0276 0.083
H -0.4355 -5.4722 -0.0163 0.081
H 0.9664 -5.1204 1.0023 0.079
H 1.1580 -6.4754 -2.4847 0.083
H 1.3191 -4.9063 -3.2923 0.085
H -0.2201 -5.3636 -2.5564 0.085
```



Energy for the records above, in order: -2224.77981 -2037.96386 -1981.55124 a.u.